Entry 1:
Here is a single C18H28FN3O4S molecule from the OMol25 dataset. Energies are from wB97M-V/def2-TZVPD.

HOMO energy ... -0.32705 hartree

Last column: Mulliken charge in e.
Positions of all 55 atoms, in Å:
C: -0.644 -5.066 0.687  -0.826
H: -0.095 -4.268 0.192  0.110
H: -1.690 -4.777 0.754  0.287
H: -0.576 -5.964 0.078  0.411
C: -0.065 -5.351 2.073  -0.729
N: -0.006 -4.208 2.952  0.195
S: 1.412 -3.365 2.970  1.225
O: 2.489 -4.311 2.969  -0.724
O: 1.340 -2.396 4.022  -0.711
C: 1.481 -2.475 1.403  -0.251
C: 0.604 -1.437 1.175  0.097
C: 0.607 -0.757 -0.041  -0.343
C: 1.523 -1.173 -1.003  0.540
C: 2.410 -2.214 -0.782  -0.850
C: 2.386 -2.872 0.435  -0.083
H: 3.057 -3.687 0.653  0.534
H: 3.098 -2.496 -1.564  0.464
F: 1.565 -0.564 -2.208  -0.354
C: -0.436 0.310 -0.231  0.305
O: -1.510 0.225 0.331  -0.706
N: -0.092 1.331 -1.038  -0.087
H: 0.826 1.371 -1.450  0.265
C: -0.967 2.454 -1.279  -0.814
C: -0.460 3.728 -0.602  -0.524
C: -1.342 4.919 -0.973  -1.045
N: -1.371 5.134 -2.410  0.451
C: -2.557 5.846 -2.853  -0.642
C: -2.560 5.905 -4.381  -0.666
H: -3.414 6.480 -4.744  0.358
O: -1.410 6.549 -4.874  -0.385
C: -0.250 5.888 -4.429  -0.749
C: -0.193 5.827 -2.903  -0.575
H: 0.704 5.285 -2.600  0.317
H: -0.136 6.855 -2.501  0.328
H: 0.596 6.451 -4.826  0.364
H: -0.228 4.863 -4.830  0.328
H: -2.613 4.880 -4.777  0.320
H: -3.444 5.308 -2.510  0.412
H: -2.588 6.875 -2.452  0.323
H: -2.363 4.706 -0.648  0.456
H: -0.996 5.818 -0.434  0.392
H: -0.473 3.599 0.481  0.331
H: 0.572 3.913 -0.906  0.276
H: -1.948 2.182 -0.883  0.287
H: -1.049 2.631 -2.355  0.369
H: -0.095 -1.132 1.938  0.516
C: -1.218 -3.495 3.292  -0.247
C: -2.181 -4.360 4.100  -1.510
H: -3.002 -3.745 4.459  0.435
H: -1.664 -4.790 4.954  0.341
H: -2.592 -5.163 3.495  0.329
H: -1.721 -3.112 2.394  0.266
H: -0.892 -2.651 3.901  0.411
H: -0.651 -6.135 2.561  0.381
H: 0.965 -5.701 1.988  0.394

---

Entry 2:
Here is 2 unconnected molecules or ions with the total composition C6H7BrClFN from the OMol25 dataset. Energies are from wB97M-V/def2-TZVPD.

Spin multiplicity ... 3
⟨S²⟩ ... 2.0244
HOMO energy (spin up / spin down) ... -0.32367 / -0.47817 hartree
Total charge ... +1

Last column: Löwdin spin population.
Positions of all 17 atoms, in Å:
C: 0.007 -0.509 -2.748  0.585
C: -1.435 -0.389 -2.189  0.038
C: 1.022 -1.263 -0.702  0.170
C: 1.272 -1.421 0.482  0.382
C: 1.043 -0.816 -2.012  0.431
C: -1.800 0.367 -1.181  0.144
N: 0.562 1.215 3.234  0.004
F: -3.079 0.329 -0.755  0.036
Cl: 1.597 -1.690 2.036  0.139
Br: -0.956 1.566 0.018  0.017
H: 0.099 -0.399 -3.825  0.027
H: -2.236 -0.809 -2.882  0.008
H: 0.030 0.874 4.046  0.000
H: 2.031 -0.969 -2.381  0.013
H: 1.247 1.980 3.554  0.000
H: -0.173 1.632 2.727  0.001
H: 0.770 0.303 2.579  0.004

---

Entry 3:
Here is a molecular structure, C36H43IrN3O4P2S2 from the OMol25 dataset. Energies are from wB97M-V/def2-TZVPD.

Energy above the lowest of the compared OMol25 structures with the same formula, charge and spin ... 0.0000 eV
Spin multiplicity ... 6
⟨S²⟩ ... 8.7855
HOMO energy (spin up / spin down) ... -0.48664 / -0.51912 hartree
Total charge ... +2

Last column: Löwdin spin population.
Positions of all 91 atoms, in Å:
Ir: 1.121 -0.563 0.499  2.752
O: 3.156 -0.067 1.663  0.117
S: 2.721 -1.063 2.692  0.029
O: 1.995 -2.103 1.851  0.133
O: 1.294 -0.304 3.191  0.061
C: 1.436 1.001 3.690  0.003
C: 1.618 1.172 5.048  0.001
C: 1.750 2.455 5.555  0.000
C: 1.704 3.554 4.705  0.002
C: 1.516 3.371 3.346  0.007
C: 1.389 2.085 2.816  0.028
P: 1.079 1.893 1.043  0.190
C: -0.350 2.929 0.700  0.034
C: -0.176 4.239 0.252  0.013
C: -1.272 5.086 0.167  0.001
C: -2.532 4.633 0.525  0.007
C: -2.708 3.324 0.957  0.000
C: -1.623 2.466 1.037  0.007
C: 2.461 2.599 0.137  0.016
C: 3.665 2.925 0.753  0.010
C: 4.713 3.425 -0.009  0.003
C: 4.563 3.591 -1.378  0.011
C: 3.361 3.265 -1.996  0.003
C: 2.312 2.767 -1.242  0.018
H: 1.646 0.303 5.692  0.000
H: 1.883 2.598 6.618  0.000
H: 1.807 4.554 5.103  0.000
H: 1.466 4.231 2.689  0.001
H: 0.805 4.602 -0.027  0.001
H: -1.134 6.106 -0.166  0.000
H: -3.382 5.301 0.468  0.000
H: -3.692 2.981 1.242  0.000
H: -1.761 1.443 1.364  0.001
H: 3.790 2.783 1.819  0.000
H: 5.648 3.686 0.470  0.000
H: 5.385 3.977 -1.967  0.001
H: 3.240 3.411 -3.061  0.000
H: 1.364 2.543 -1.722  0.002
O: -0.816 -0.706 0.065  0.272
P: -1.977 -1.579 -0.505  0.028
N: -1.426 -3.084 -0.751  0.009
C: -2.340 -4.248 -0.712  0.002
C: -1.636 -5.211 0.232  0.000
C: -0.164 -5.029 -0.141  0.003
C: -0.035 -3.542 -0.522  0.018
N: -2.506 -0.989 -1.922  0.013
C: -1.978 -1.495 -3.225  0.003
C: -1.906 -0.256 -4.118  0.000
C: -2.936 0.698 -3.517  0.000
C: -2.777 0.472 -2.021  0.001
N: -3.240 -1.554 0.501  0.008
C: -4.657 -1.309 0.165  0.001
C: -5.076 -0.301 1.220  0.000
C: -4.364 -0.807 2.480  0.000
C: -3.072 -1.487 1.974  0.000
H: -2.427 -4.682 -1.711  0.001
H: -3.333 -3.946 -0.383  0.000
H: -1.976 -6.236 0.101  0.000
H: -1.815 -4.917 1.268  0.000
H: 0.085 -5.657 -0.997  0.000
H: 0.513 -5.289 0.671  0.000
H: 0.577 -3.414 -1.419  0.003
H: 0.426 -2.981 0.290  0.009
H: -2.666 -2.236 -3.630  0.001
H: -1.007 -1.975 -3.104  0.003
H: -2.123 -0.503 -5.155  0.000
H: -0.908 0.189 -4.078  0.001
H: -3.941 0.414 -3.833  0.000
H: -2.772 1.738 -3.792  0.000
H: -3.666 0.744 -1.453  0.000
H: -1.935 1.050 -1.626  0.000
H: -5.226 -2.236 0.277  0.001
H: -4.762 -0.969 -0.859  0.000
H: -6.156 -0.246 1.341  0.000
H: -4.709 0.684 0.933  0.000
H: -4.990 -1.532 2.997  0.000
H: -4.143 -0.006 3.185  0.000
H: -2.956 -2.485 2.399  0.000
H: -2.175 -0.919 2.223  0.000
S: 1.831 -0.543 -1.859  0.636
C: 3.255 -1.440 -2.041  0.140
C: 3.932 -1.299 -3.286  0.109
C: 5.101 -1.981 -3.506  0.003
C: 5.610 -2.825 -2.512  0.165
C: 4.944 -2.987 -1.290  0.006
C: 3.781 -2.305 -1.045  0.097
H: 3.519 -0.646 -4.044  0.004
H: 5.624 -1.872 -4.445  -0.002
H: 6.529 -3.367 -2.694  0.008
H: 5.346 -3.655 -0.541  -0.002
H: 3.258 -2.440 -0.107  0.005

---

Entry 4:
Here is a single C4H9NO molecule from the OMol25 dataset. Energies are from wB97M-V/def2-TZVPD.

Energy above the lowest of the compared OMol25 structures with the same formula, charge and spin ... 1.9551 eV
HOMO energy ... -0.35533 hartree

Last column: Mulliken charge in e.
Positions of all 15 atoms, in Å:
C: -1.571 0.731 0.315  -1.291
C: -0.810 -0.083 -0.699  0.431
N: 0.457 0.390 -1.263  -0.667
C: 0.456 -0.797 -0.408  -0.209
C: 1.296 -0.607 0.848  -0.644
O: 1.335 0.736 1.266  -0.587
H: -2.385 0.109 0.704  0.303
H: -0.925 1.019 1.146  0.379
H: -2.011 1.629 -0.132  0.277
H: -1.449 -0.594 -1.421  0.409
H: 0.540 0.178 -2.252  0.247
H: 0.520 -1.790 -0.853  0.422
H: 2.317 -0.967 0.632  0.295
H: 0.906 -1.209 1.676  0.274
H: 1.323 1.253 0.441  0.361

---

| no. | molecular weight (u) |
| --- | --- |
| 1 | 401.50 |
| 2 | 227.48 |
| 3 | 900.06 |
| 4 | 87.12 |